Below is IZn as an isolated structure, with properties calculated with ωB97M-V with the def2-TZVPD basis set.

Each line ends with the Mulliken charge.
CARTESIAN COORDINATES (ANGSTROEM)
Zn 23.7481 -29.8139 12.6784  0.6551
I 21.4101 -29.6614 13.2499  0.3449

The HOMO energy comes out at -15.288 eV. The energy is -2076.70833 Eh. The calculation puts the frontier orbital gap at 0.251 Ha. Its total charge is +1.